*one*
Computed, not measured: 2 unconnected molecules or ions with the total composition C2H6N2O, with ωB97M-V with the def2-TZVPD basis set.

```
! wB97M-V def2-TZVPD RIJCOSX def2/J DEFGRID3
* xyz 1 2
C 1.30904 3.15904 -0.90800
N 1.71360 2.41622 -1.89141
H 0.92893 4.09791 -1.25068
H 1.42084 2.95361 0.18135
H 2.10493 1.46407 -1.90750
C -0.86580 -2.10423 1.46548
N -1.62694 -2.45324 0.40514
O 0.33020 -2.14683 1.56290
H -1.50325 -1.91491 2.35751
H -1.19724 -2.71869 -0.49843
H -2.61431 -2.75295 0.48364
*
```

Results
orbital gap (spin up / spin down) = 5.8 / 2.5 eV
LUMO level (spin up / spin down) = -6.69 / -9.97 eV

---

*two*
Computed, not measured: 2 unconnected molecules or ions with the total composition C2H6N2O, with ωB97M-V with the def2-TZVPD basis set.

```
! wB97M-V def2-TZVPD RIJCOSX def2/J DEFGRID3
* xyz 1 2
C 2.25687 -0.47977 0.33501
N 1.34969 0.40892 0.35010
H 2.43031 -1.06706 -0.56192
H 2.87398 -0.67482 1.20646
H 1.27961 0.79782 1.25654
C -2.13287 -0.04771 -0.08123
N -1.29890 0.67612 -0.78383
O -1.78633 -0.51831 1.02933
H -3.12023 -0.32447 -0.46592
H -0.30723 0.49617 -0.51779
H -1.54491 0.73311 -1.76676
*
```

Results
orbital gap (spin up / spin down) = 10.4 / 5.8 eV
LUMO level (spin up / spin down) = -4.73 / -9.28 eV

---

Most stable structure, least stable structure: *two*, *one*.

---

*one*
Computed, not measured: a molecular structure, C57H52Cl5GeN5ORuS4Se, with ωB97M-V with the def2-TZVPD basis set.

```
! wB97M-V def2-TZVPD RIJCOSX def2/J DEFGRID3
* xyz 1 2
Ru 0.15392 0.10282 -0.06453
N -1.03502 -0.72809 1.33887
S -1.37331 -1.17615 2.66237
N -0.39720 -0.87285 3.98132
S 0.93250 -1.60417 4.26751
N 2.01242 -1.68131 3.15564
S 2.48919 -0.36529 2.26806
N 1.60446 0.27124 1.32406
C 3.94619 -1.08778 1.54630
C 4.39581 -2.36987 1.83490
C 5.46930 -2.87711 1.11311
C 6.07150 -2.10677 0.12826
C 5.60918 -0.82347 -0.14745
C 4.53749 -0.30660 0.55994
C 3.10949 0.91962 3.33987
C 4.40921 0.90281 3.82545
C 4.86136 1.99500 4.55387
C 4.01489 3.06864 4.79652
C 2.71111 3.06270 4.31244
C 2.25358 1.98913 3.56677
C 1.51854 -0.86021 5.75392
C 2.77477 -1.26602 6.18795
C 3.26969 -0.74181 7.36824
C 2.51066 0.17031 8.09304
C 1.25609 0.55551 7.64620
C 0.74341 0.03385 6.46694
C 0.75359 -3.28073 4.77199
C -0.13198 -3.51603 5.81626
C -0.25484 -4.80359 6.30523
C 0.50692 -5.82878 5.75590
C 1.38728 -5.57224 4.71622
C 1.52194 -4.28514 4.21587
C -1.74673 -2.93170 2.64869
C -0.96430 -3.70011 1.80020
C -1.24028 -5.05140 1.66585
C -2.29618 -5.62033 2.36757
C -3.07538 -4.84005 3.21148
C -2.80203 -3.48597 3.36332
C -2.86360 -0.44781 3.30728
C -3.14426 -0.38114 4.66876
C -4.35680 0.15769 5.07570
C -5.26027 0.62319 4.12726
C -4.95794 0.55916 2.77202
C -3.75374 0.01498 2.35178
H 3.90113 -2.95737 2.59451
H 5.82880 -3.87889 1.31625
H 6.90147 -2.51251 -0.43875
H 6.07764 -0.22827 -0.92282
H 4.13676 0.67924 0.34302
H 5.06095 0.05790 3.62978
H 5.88099 2.01258 4.91956
H 4.37708 3.92176 5.35825
H 2.05259 3.90093 4.50173
H 1.26172 1.97700 3.13386
H 3.34838 -1.97816 5.60325
H 4.24660 -1.04427 7.72380
H 2.90467 0.58438 9.01349
H 0.67187 1.26773 8.21576
H -0.22878 0.32607 6.08580
H -0.70940 -2.69723 6.23563
H -0.94090 -5.00796 7.11806
H 0.41205 -6.83523 6.14492
H 1.97314 -6.37688 4.28971
H 2.19412 -4.05742 3.39721
H -0.16073 -3.23208 1.24489
H -0.63512 -5.65408 0.99778
H -2.51777 -6.67540 2.25138
H -3.90648 -5.28092 3.74990
H -3.42204 -2.87350 4.00513
H -2.41774 -0.73340 5.39033
H -4.59627 0.21502 6.13173
H -6.20570 1.04566 4.44891
H -5.66017 0.93626 2.03738
H -3.48574 -0.04525 1.30308
Cl -3.17962 6.99500 -0.16062
C -2.60770 5.38955 -0.42152
C -2.18235 4.61044 0.64658
Cl -2.21503 5.25208 2.24720
C -1.72952 3.31376 0.42949
Cl -1.20274 2.32898 1.74856
C -1.62278 2.74903 -0.85528
O -1.17031 1.56054 -1.09546
C -2.06588 3.56933 -1.92013
Cl -1.95003 2.91090 -3.51060
C -2.55798 4.84994 -1.71137
Cl -3.10573 5.78436 -3.04611
C 1.37678 3.12377 -0.64910
C 1.92376 2.07447 -1.56441
C 2.85132 2.51011 -2.54321
C 3.53310 1.61891 -3.29384
C 3.33062 0.24190 -3.07282
C 4.10269 -0.73532 -3.73230
C 3.88840 -2.05783 -3.47477
C 2.88156 -2.44204 -2.57183
C 2.10218 -1.51201 -1.92264
S 0.82730 -2.04345 -0.85202
C 2.33074 -0.13361 -2.14496
N 1.60710 0.79719 -1.42292
H 2.21438 3.66273 -0.19877
H 0.79371 2.69928 0.15150
H 0.77264 3.85098 -1.19453
H 3.01256 3.57493 -2.66290
H 4.25378 1.94428 -4.03849
H 4.86081 -0.41616 -4.43878
H 4.49158 -2.81320 -3.96557
H 2.69514 -3.49258 -2.37244
C -5.68048 -1.82787 -0.41038
Ge -4.70806 -2.92597 -1.70516
C -5.22736 -4.80475 -1.54128
C -5.05981 -2.27807 -3.51180
C -2.79564 -2.73544 -1.26562
Se -2.26238 -0.86542 -1.44926
C -1.58102 -0.95788 -3.25782
H -6.74183 -1.79107 -0.66727
H -5.28574 -0.80924 -0.42488
H -5.58212 -2.23354 0.60082
H -6.28228 -4.92421 -1.79962
H -5.07913 -5.15959 -0.51821
H -4.63546 -5.42603 -2.21758
H -6.12480 -2.38281 -3.73126
H -4.50055 -2.85178 -4.25401
H -4.79510 -1.22248 -3.60056
H -2.13360 -3.36286 -1.86651
H -2.64810 -2.98959 -0.21418
H -2.38980 -1.15298 -3.95787
H -0.82915 -1.74453 -3.30183
H -1.13317 0.01250 -3.46187
*
```

Results
orbital gap (spin up / spin down) = 6.5 / 6.4 eV
LUMO level (spin up / spin down) = -2.61 / -2.61 eV

---

*two*
Computed, not measured: a molecular structure, C57H52Cl5GeN5ORuS4Se, with ωB97M-V with the def2-TZVPD basis set.

```
! wB97M-V def2-TZVPD RIJCOSX def2/J DEFGRID3
* xyz 1 2
Ru 1.38441 0.62809 -0.38404
N -0.19056 1.53393 0.57139
S -1.41038 2.25201 0.17139
N -2.81327 1.52821 0.63430
S -3.38160 0.34761 -0.19812
N -2.43242 -0.62117 -0.91833
S -1.14765 -1.53485 -0.39820
N 0.17571 -0.97892 -0.50192
C -1.31404 -2.93446 -1.48161
C -2.44450 -3.74529 -1.50391
C -2.46165 -4.84812 -2.34006
C -1.36278 -5.12957 -3.14539
C -0.25675 -4.29140 -3.13782
C -0.23107 -3.17895 -2.30639
C -1.52860 -2.06809 1.27131
C -1.36924 -1.09209 2.24804
C -1.62284 -1.41426 3.57151
C -2.01582 -2.70238 3.91275
C -2.13815 -3.67717 2.93269
C -1.89147 -3.36790 1.60153
C -4.37026 0.97496 -1.51695
C -4.39502 0.33989 -2.74835
C -5.19389 0.87053 -3.75065
C -5.95909 2.00326 -3.51138
C -5.93511 2.61537 -2.26487
C -5.14264 2.09971 -1.25505
C -4.41012 -0.51638 0.93964
C -5.00702 -1.68449 0.48354
C -5.76782 -2.43187 1.36364
C -5.94589 -1.99622 2.67064
C -5.37620 -0.80667 3.09738
C -4.60471 -0.05014 2.22786
C -1.49637 3.79274 1.04001
C -0.63435 4.78701 0.58978
C -0.50982 5.94932 1.33004
C -1.22559 6.09828 2.51415
C -2.06568 5.08819 2.96031
C -2.20928 3.92257 2.22062
C -1.62204 2.68261 -1.54998
C -1.10537 1.82532 -2.50690
C -1.29238 2.12582 -3.84733
C -1.99493 3.26526 -4.21126
C -2.51990 4.11208 -3.24062
C -2.34336 3.82300 -1.89803
H -3.29980 -3.51269 -0.88110
H -3.32831 -5.49697 -2.36071
H -1.37160 -6.00378 -3.78416
H 0.59402 -4.50188 -3.77273
H 0.61118 -2.49900 -2.28558
H -1.04123 -0.09754 1.96946
H -1.50861 -0.65685 4.33732
H -2.21973 -2.94790 4.94778
H -2.42280 -4.68594 3.20426
H -1.96648 -4.13477 0.84508
H -3.77316 -0.53146 -2.91028
H -5.21243 0.39840 -4.72468
H -6.58623 2.40512 -4.29727
H -6.53446 3.49772 -2.08144
H -5.10456 2.55705 -0.27308
H -4.86132 -1.98845 -0.54729
H -6.21934 -3.35876 1.03396
H -6.54325 -2.58376 3.35616
H -5.51939 -0.47092 4.11590
H -4.13292 0.87329 2.53365
H -0.06796 4.64318 -0.32501
H 0.15189 6.73527 0.98909
H -1.12051 7.00395 3.09712
H -2.60463 5.20328 3.89170
H -2.85453 3.11810 2.54670
H -0.58182 0.93021 -2.21184
H -0.88350 1.46611 -4.60316
H -2.14554 3.49313 -5.25967
H -3.06484 5.00195 -3.53095
H -2.75313 4.46743 -1.13078
Cl 6.22854 0.01159 5.17170
C 5.41470 0.05543 3.65367
C 4.07205 -0.29864 3.56730
Cl 3.20653 -0.79569 4.97251
C 3.43174 -0.26544 2.33992
Cl 1.76106 -0.65160 2.17740
C 4.07590 0.11321 1.14842
O 3.49328 0.08848 -0.01080
C 5.42923 0.48610 1.27313
Cl 6.23719 0.98647 -0.16422
C 6.08992 0.44361 2.49538
Cl 7.75386 0.86480 2.58195
C 2.38463 2.85429 1.92210
C 2.56129 3.32505 0.51112
C 3.02824 4.64930 0.31257
C 3.19722 5.14668 -0.93445
C 2.91501 4.32336 -2.04473
C 3.03847 4.78227 -3.37457
C 2.78706 3.93869 -4.41571
C 2.43590 2.59822 -4.16972
C 2.31157 2.12326 -2.88625
S 1.97984 0.42599 -2.60586
C 2.50817 2.99578 -1.78941
N 2.30602 2.52409 -0.50677
H 2.12338 3.70095 2.55850
H 3.32013 2.42753 2.29041
H 1.60419 2.10713 1.99850
H 3.24451 5.25340 1.18457
H 3.55458 6.15779 -1.09483
H 3.34276 5.80768 -3.54654
H 2.87717 4.29367 -5.43530
H 2.26247 1.91549 -4.99321
C 2.80165 -4.52414 2.92433
Ge 3.97432 -5.03150 1.44100
C 4.34678 -6.95715 1.44284
C 5.64256 -4.01112 1.46006
C 2.95668 -4.57153 -0.19599
Se 2.94901 -2.61637 -0.40203
C 4.34699 -2.51486 -1.74815
H 3.33719 -4.55680 3.87537
H 1.94967 -5.20523 2.98756
H 2.42423 -3.50938 2.77588
H 4.89520 -7.22501 2.34876
H 4.95600 -7.23521 0.58170
H 3.42275 -7.53726 1.41984
H 6.11335 -4.08370 2.44313
H 5.44954 -2.95752 1.25046
H 6.34592 -4.39809 0.72073
H 1.91967 -4.89189 -0.07063
H 3.35962 -5.03893 -1.09518
H 5.25022 -3.00925 -1.39393
H 4.53314 -1.45548 -1.90875
H 3.99343 -2.97749 -2.66759
*
```

Results
orbital gap (spin up / spin down) = 6.0 / 6.0 eV
LUMO level (spin up / spin down) = -2.77 / -2.77 eV

---

Most stable structure, least stable structure: *one*, *two*.

---

*one*
Computed, not measured: a single C6H10ClN molecule, with ωB97M-V with the def2-TZVPD basis set.

```
! wB97M-V def2-TZVPD RIJCOSX def2/J DEFGRID3
* xyz 0 1
C 3.17797 -1.75093 0.56217
C 0.81913 -1.28939 0.34177
C -0.22806 -0.25869 -0.04630
C -0.84383 0.40193 0.93805
C -0.34277 0.01384 -1.50459
C -1.33311 0.47493 -2.26661
H 2.92121 -2.33826 1.48782
H 3.36484 -2.44701 -0.27914
H 4.14684 -1.31904 0.77230
H 2.37522 -0.17522 -0.47666
H 0.66606 -2.13752 -0.35978
H 0.58924 -1.64324 1.40865
H -0.67988 0.15155 1.99585
H 0.50081 -0.35922 -2.10167
H -2.24724 0.96956 -1.88098
H -1.30488 0.30758 -3.38817
N 2.16018 -0.74617 0.34274
Cl -1.93821 1.68611 0.72209
*
```

Results
orbital gap = 9.7 eV
LUMO level = 0.85 eV
SMILES = C=C/C(=C\Cl)CNC

---

*two*
Computed, not measured: a single C6H10ClN molecule, with ωB97M-V with the def2-TZVPD basis set.

```
! wB97M-V def2-TZVPD RIJCOSX def2/J DEFGRID3
* xyz 0 1
C -2.21552 -0.84710 -0.56955
C -1.82662 -0.36844 0.78427
C -0.35674 -0.41356 1.13934
C 0.46440 0.54776 0.35051
C 1.63818 0.29038 -0.23118
C 2.39610 1.34403 -0.90019
N -1.48597 -1.38335 -1.45944
Cl 2.50965 -1.15866 0.33716
H -3.21908 -0.90254 -0.73692
H -2.27820 0.72344 1.00979
H -2.45325 -0.80838 1.60807
H -0.30791 -0.32766 2.14823
H -0.08297 -1.39101 1.00635
H -0.52396 -1.57704 -1.13301
H -0.04468 1.60155 0.14470
H 1.64434 2.09306 -1.12399
H 2.83617 1.00542 -1.97275
H 3.30606 1.57210 -0.40139
*
```

Results
orbital gap = 10.1 eV
LUMO level = 0.80 eV
SMILES = [H]/N=C\CC/C=C(/C)Cl

---

*three*
Computed, not measured: a molecular structure, C6H10ClN, with ωB97M-V with the def2-TZVPD basis set.

```
! wB97M-V def2-TZVPD RIJCOSX def2/J DEFGRID3
* xyz 0 1
C 1.62623 1.93622 0.51246
C 0.39890 1.22522 -0.12384
C 0.47889 0.09005 -1.02308
C 1.47412 -1.16536 -0.86766
C -0.02193 -0.87741 1.04982
C -0.55099 0.17011 0.08497
H 1.57620 1.16682 1.67456
H 1.49401 3.36194 0.74018
H 2.74638 1.72823 -0.36879
H -0.13750 1.81668 -0.90823
H 0.18152 0.38953 -2.06133
H 1.70960 -2.04650 -1.49449
H 2.51227 -0.72336 -0.50863
H 0.73451 -2.71136 0.45027
H 0.38644 -0.60345 2.11484
H -0.86158 -1.69387 1.28573
N 1.07906 -1.58013 0.45099
Cl -2.25450 0.12372 -0.11042
*
```

Results
orbital gap = 8.9 eV
LUMO level = 0.61 eV

---

Most stable structure, least stable structure: *one*, *three*.

---

*one*
Computed, not measured: a gas-phase ion, C5H6N (charge +1), with ωB97M-V with the def2-TZVPD basis set.

```
! wB97M-V def2-TZVPD RIJCOSX def2/J DEFGRID3
* xyz 1 1
C -0.64310 -0.24596 -1.42090
C -1.54745 -0.12325 -0.31714
C -0.99797 1.34517 -0.98124
C -0.71190 0.81647 0.40191
C 0.89785 -1.33423 0.27335
N 0.08634 -0.20573 -0.14369
H -0.13900 1.57311 -1.57218
H -1.85808 1.81362 -1.30091
H -0.77369 1.40061 1.34178
H 1.89814 -0.79169 0.18817
H 0.71567 -1.44786 1.32056
H 0.73972 -2.27992 -0.41918
*
```

Results
orbital gap = 9.6 eV
LUMO level = -5.60 eV

---

*two*
Computed, not measured: 2 unconnected molecules or ions with the total composition C5H6N, with ωB97M-V with the def2-TZVPD basis set.

```
! wB97M-V def2-TZVPD RIJCOSX def2/J DEFGRID3
* xyz 1 1
C 0.93275 -1.20976 0.12000
C 0.10339 0.11130 -0.09687
C 1.24913 -0.06963 0.83085
C 1.28147 -0.15597 -0.85023
C -2.06852 0.04511 0.02155
N 2.29782 0.49993 -0.02566
H 0.94703 -2.33568 0.16608
H -2.35229 0.69140 0.74525
H -2.02656 -1.02889 0.02227
H -1.99270 0.49310 -0.93772
H 2.37402 1.57532 0.05284
H 3.30840 0.10003 -0.07371
*
```

Results
orbital gap = 9.3 eV
LUMO level = -5.36 eV

---

Most stable structure, least stable structure: *one*, *two*.